# C5H13N

A molecular structure, C5H13N at a distorted geometry (ωB97M-V/def2-TZVPD, OMol25).

XYZ file:
```
19
Properties=species:S:1:pos:R:3:mulliken_spin:R:1
H -1.2237 -0.3346 1.8920 0.00
C 2.5371 -0.8020 -0.0588 0.00
H -1.8931 -1.5210 -0.8710 -0.02
H 2.0889 -1.3175 -0.9279 0.00
H 3.6069 -1.0213 -0.0507 0.00
H 2.4075 1.0244 0.8285 0.00
H -0.4296 2.0905 -1.1078 0.01
C -1.8761 -0.2038 1.0115 0.84
H -0.8836 2.4003 0.5847 -0.03
C -0.5680 1.6412 -0.1193 0.00
H -0.3268 -1.4564 0.0407 0.01
H 0.7310 0.9330 0.0066 0.00
C -1.0407 -0.8949 -0.5790 0.08
H -2.3082 0.7785 -0.8134 0.00
C -1.4671 0.4959 -0.1689 0.08
N 2.0510 0.6010 -0.0475 0.00
H -0.5842 -0.7463 -1.5813 0.06
H -2.9323 -0.4515 1.1109 -0.04
H 2.1111 -1.2156 0.8508 0.00
```

The value obtained for the HOMO-LUMO gap (alpha / beta) is 5.903 / 5.928 eV. The max |F| is 0.0928 hartree/bohr. The value obtained for the energy above the lowest of the compared OMol25 structures with the same formula, charge and spin is 97.6 kcal/mol. Its total charge is -1. The molar mass comes out at 87.166 Da. Its spin multiplicity is 2. For the LUMO energy (alpha / beta), the calculation gives 4.296 / 4.251 eV. The total energy comes out at -6880.2904 eV.